Computed, not measured: a structure of composition C35H47ClIrN6O6P3 in a non-equilibrium geometry, with wB97M-V/def2-TZVPD.

Results
Kohn-Sham gap (spin up / spin down): 5.3 / 5.5 eV
Energy relative to the best compared isomer or geometry (same formula, charge and spin): 2.2720 eV
HOMO (spin up / spin down): -15.42 / -15.38 eV

Geometry as ORCA input:
```
! RIJCOSX wB97M-V def2-TZVPD def2/J DEFGRID3
* xyz 3 2
Ir 0.497 -0.781 0.073
N 2.289 -5.316 1.054
C 1.090 -4.475 0.656
C -0.006 -5.393 0.109
P 1.616 -3.254 -0.603
O 2.526 -4.203 -1.485
O 0.422 -2.626 -1.286
O 2.410 -2.149 0.045
P 0.465 -3.539 2.161
O 1.831 -3.550 3.011
O -0.638 -4.263 2.804
O 0.177 -2.106 1.715
H 1.977 -6.184 1.503
H 2.868 -4.811 1.736
H 2.853 -5.559 0.232
H 0.396 -6.081 -0.637
H -0.774 -4.793 -0.379
H -0.473 -5.951 0.920
H 2.701 -3.948 -2.396
H 1.679 -3.636 3.960
Cl -0.583 0.636 1.993
C -1.372 2.106 1.509
C -2.028 2.816 2.494
C -2.813 3.896 2.110
C -2.947 4.224 0.770
C -2.260 3.509 -0.199
C -1.408 2.453 0.157
P -0.375 1.718 -1.148
C 1.011 2.767 -1.581
C 2.123 2.176 -2.172
C 3.144 2.965 -2.678
C 3.063 4.348 -2.567
C 1.954 4.943 -1.969
C 0.919 4.159 -1.489
C -1.466 1.797 -2.557
C -1.049 2.401 -3.749
C -1.917 2.446 -4.830
C -3.175 1.868 -4.740
C -3.587 1.247 -3.561
C -2.736 1.201 -2.478
H -1.952 2.522 3.532
H -3.341 4.464 2.865
H -3.580 5.049 0.474
H -2.354 3.793 -1.238
H 2.182 1.103 -2.251
H 3.992 2.509 -3.170
H 3.861 4.966 -2.955
H 1.890 6.019 -1.893
H 0.052 4.633 -1.046
H -0.070 2.850 -3.830
H -1.608 2.937 -5.743
H -3.840 1.895 -5.593
H -4.569 0.797 -3.500
H -3.052 0.713 -1.565
C -3.871 -0.121 1.956
N -3.946 -1.598 1.775
C -5.202 -1.971 1.054
C -2.661 -2.188 1.193
C -2.402 -1.890 -0.262
C -3.184 -2.590 -1.192
C -3.021 -2.460 -2.559
C -2.029 -1.626 -3.043
C -1.217 -0.949 -2.152
C -1.373 -1.077 -0.776
H -4.835 0.243 2.298
H -3.617 0.328 0.997
H -3.104 0.098 2.691
H -4.008 -2.018 2.704
H -5.160 -1.573 0.045
H -6.041 -1.537 1.591
H -5.297 -3.053 1.038
H -2.764 -3.263 1.345
H -1.856 -1.844 1.827
H -3.929 -3.286 -0.825
H -3.648 -3.025 -3.235
H -1.858 -1.526 -4.107
H -0.407 -0.359 -2.565
C 2.641 -0.298 2.346
N 3.809 0.202 3.027
C 4.969 0.082 2.136
N 4.775 0.869 0.917
C 3.618 0.382 0.212
N 2.350 0.469 1.065
C 2.238 1.935 1.464
N 3.409 2.413 2.150
C 3.621 1.615 3.359
C 4.579 2.267 1.284
H 1.773 -0.207 2.998
H 2.789 -1.339 2.081
H 5.110 -0.965 1.868
H 5.857 0.439 2.656
H 3.768 -0.653 -0.066
H 3.462 0.990 -0.674
H 1.393 2.056 2.127
H 2.084 2.519 0.564
H 2.760 1.720 4.022
H 4.508 1.982 3.874
H 5.459 2.628 1.814
H 4.439 2.864 0.381
*
```